Record 1
Here is a molecular structure, C30H55Cl3N5O4PSe2Si2V from OMol25. Energies are from wB97M-V/def2-TZVPD.

CARTESIAN COORDINATES (ANGSTROEM)
V: -0.5811 -0.3458 0.8559
O: -0.4091 4.7629 3.4691
C: -1.6853 4.4478 3.2947
O: -2.5719 5.1116 3.7942
C: -1.9730 3.2525 2.4763
C: -3.2444 2.8046 2.1624
N: -3.1278 1.6789 1.4532
N: -1.8447 1.3688 1.2517
C: -1.1285 2.2999 1.8614
C: 0.3521 2.2480 1.6080
O: 1.0720 3.0810 2.1950
O: 0.7142 1.3608 0.7904
H: 0.2069 4.1174 2.9855
H: -4.2037 3.2354 2.3923
H: -3.8563 1.2821 0.8058
C: -2.6294 2.7234 -3.3860
Se: -1.8729 2.5863 -1.6071
C: -0.3581 3.7828 -1.9147
C: 0.6965 3.2738 -2.8950
Se: 2.0652 2.1704 -2.0388
C: 2.9215 1.6595 -3.7068
H: -2.7340 3.7661 -3.6883
H: -3.6090 2.2529 -3.3128
H: -2.0280 2.1711 -4.1068
H: 0.0842 4.0116 -0.9428
H: -0.7778 4.7186 -2.2924
H: 1.2165 4.1153 -3.3597
H: 0.2405 2.6800 -3.6882
H: 3.2473 2.5344 -4.2704
H: 2.2341 1.0588 -4.3004
H: 3.7918 1.0507 -3.4638
C: 1.4922 -0.6182 3.1184
C: 2.0550 -1.4489 1.9982
C: 3.3074 -2.0216 2.1460
C: 3.8119 -2.7353 1.0693
C: 3.0777 -2.8463 -0.0864
C: 1.7984 -2.2454 -0.1935
N: 1.3215 -1.5649 0.8802
N: 1.0518 -2.3345 -1.3422
Si: 1.6519 -3.3351 -2.6700
C: 0.5443 -3.6156 -4.1533
C: 3.2120 -2.5188 -3.3760
C: 2.0062 -5.0936 -2.0296
H: 1.8691 -0.9739 4.0795
H: 0.4019 -0.6767 3.1344
H: 1.7898 0.4252 2.9927
H: 3.8561 -1.8985 3.0691
H: 4.7880 -3.2042 1.1273
H: 3.4987 -3.3927 -0.9137
H: 0.1702 -2.6963 -4.5969
H: -0.3010 -4.2621 -3.9282
H: 1.1952 -4.1236 -4.8784
H: 2.9073 -1.9051 -4.2285
H: 3.9341 -3.2591 -3.7353
H: 3.7164 -1.8638 -2.6642
H: 1.8280 -5.1714 -0.9558
H: 3.0308 -5.4254 -2.2210
H: 1.3296 -5.7918 -2.5290
C: -0.1905 -4.0598 3.0260
C: -1.4018 -3.6338 3.8773
C: -0.8482 -2.7481 5.0032
C: -2.0124 -4.8796 4.5295
P: -2.5197 -2.5492 2.7630
N: -1.6398 -1.6184 1.9254
C: -3.6928 -1.5558 3.8932
C: -4.3805 -2.3128 5.0372
C: -4.7995 -0.9595 3.0079
C: -2.9011 -0.3775 4.4837
C: -3.5823 -3.6698 1.6640
C: -4.1891 -2.8093 0.5401
C: -4.7190 -4.4528 2.3354
C: -2.6417 -4.6850 0.9976
H: 0.6686 -4.2389 3.6814
H: 0.0736 -3.2774 2.3107
H: -0.3795 -4.9789 2.4750
H: -0.0110 -3.2717 5.4777
H: -1.5838 -2.5424 5.7783
H: -0.4770 -1.7972 4.6209
H: -1.2635 -5.3275 5.1948
H: -2.2825 -5.6380 3.7966
H: -2.8923 -4.6587 5.1338
H: -4.9344 -3.1865 4.6928
H: -5.1025 -1.6406 5.5161
H: -3.6841 -2.6345 5.8104
H: -5.5630 -1.6935 2.7546
H: -4.4164 -0.5427 2.0770
H: -5.2930 -0.1545 3.5622
H: -2.3645 -0.6529 5.3914
H: -3.5916 0.4305 4.7422
H: -2.1850 0.0086 3.7563
H: -5.1535 -2.3894 0.8174
H: -4.3425 -3.4353 -0.3427
H: -3.5421 -1.9882 0.2350
H: -5.5063 -3.7993 2.7089
H: -4.3873 -5.0937 3.1517
H: -5.1779 -5.0982 1.5776
H: -1.7697 -4.1961 0.5607
H: -3.1853 -5.1697 0.1812
H: -2.3145 -5.4652 1.6843
Cl: -0.2576 -0.4628 -3.3969
Si: -0.5381 -1.3544 -1.3773
Cl: -1.8286 -2.9958 -2.0303
Cl: -4.8153 0.6574 -0.8087

Output
- largest force on an atom (hartree/bohr) = 0.018
- HOMO (spin up / spin down) (eV) = -1.5 / -0.8
- ΔE to the lowest compared entry with this formula, charge and spin (eV) = 0.0000
- multiplicity = 2
- energy (eV) = -266645.397
- net charge = -2
- orbital gap (spin up / spin down) (eV) = 5.51 / 4.87

Record 2
Here is 4 unconnected molecules or ions with the total composition C30H55IN2O11S from OMol25. Energies are from wB97M-V/def2-TZVPD.

CARTESIAN COORDINATES (ANGSTROEM)
C: -1.2063 -0.4564 -5.0778
C: -1.1278 -0.0746 -6.5571
I: 0.6907 -0.7933 -7.4182
C: -2.3357 -0.5705 -7.3559
C: -3.5605 0.2330 -6.9615
C: -3.6264 1.5430 -7.4537
C: -4.6813 2.4070 -7.1501
S: -4.7489 4.0377 -7.8379
C: -5.6856 1.9051 -6.3274
C: -5.6370 0.6085 -5.8556
C: -4.5933 -0.2708 -6.1524
C: -4.6590 -1.6796 -5.6373
N: -5.5713 -2.4496 -6.5188
C: -6.8679 0.3738 -5.0351
O: -7.1090 -0.5422 -4.3212
N: -7.7366 1.5081 -5.2066
C: -6.9371 2.5505 -5.7974
O: -7.2058 3.7024 -5.7767
H: -1.8700 0.2492 -4.5793
H: -1.6254 -1.4457 -4.9391
H: -0.2389 -0.3833 -4.5977
H: -1.1394 1.0072 -6.6058
H: -2.1621 -0.4268 -8.4179
H: -2.5020 -1.6258 -7.1756
H: -2.8484 1.9139 -8.1052
H: -3.5843 4.5159 -7.3807
H: -5.0869 -1.6843 -4.6451
H: -3.6834 -2.1477 -5.6204
H: -5.9008 -3.2697 -6.0240
H: -5.0455 -2.8134 -7.3051
H: -8.4525 1.2252 -5.8746
C: 3.3856 3.8479 -1.8484
O: 2.5486 2.9532 -1.1498
C: 1.2210 2.9149 -1.6433
C: 0.6347 1.5264 -1.5241
O: 1.1415 0.5734 -2.4439
C: 2.4719 0.1065 -2.2669
C: 2.6829 -0.7681 -1.0508
O: 2.6896 -0.0018 0.1421
C: 2.1437 -0.6745 1.2553
H: 3.1325 4.8900 -1.6218
H: 4.4086 3.6562 -1.5288
H: 3.3241 3.6869 -2.9304
H: 1.1884 3.2390 -2.6897
H: 0.6034 3.5995 -1.0460
H: -0.4297 1.6055 -1.7602
H: 0.7090 1.1604 -0.4986
H: 3.1884 0.9292 -2.2830
H: 2.6662 -0.5092 -3.1486
H: 3.6558 -1.2689 -1.1465
H: 1.8993 -1.5336 -1.0155
H: 1.1582 -1.0959 1.0292
H: 2.0305 0.0546 2.0569
H: 2.8102 -1.4752 1.5970
C: 2.6557 3.2400 2.2268
O: 3.0211 3.7389 3.4967
C: 2.1126 4.6912 4.0168
C: 1.9799 4.5685 5.5183
O: 1.2330 3.4440 5.9562
C: 1.8129 2.1544 5.8501
C: 2.9298 1.8744 6.8305
O: 4.1248 2.5437 6.4689
C: 4.8929 2.9617 7.5735
H: 2.7954 3.9926 1.4447
H: 3.2942 2.3864 2.0067
H: 1.6125 2.9012 2.2234
H: 1.1227 4.5719 3.5615
H: 2.4870 5.6967 3.7799
H: 1.4046 5.4321 5.8606
H: 2.9557 4.6162 6.0049
H: 2.1273 1.9406 4.8265
H: 0.9985 1.4667 6.0919
H: 3.1258 0.7931 6.8353
H: 2.6086 2.1738 7.8347
H: 4.2867 3.5308 8.2876
H: 5.6826 3.6099 7.1974
H: 5.3506 2.1085 8.0876
C: 3.6014 -5.0430 4.1102
O: 2.3584 -4.7313 4.6977
C: 2.0174 -3.3592 4.6096
C: 0.5287 -3.1602 4.4289
O: 0.0344 -3.4764 3.1361
C: -0.0314 -4.8419 2.7525
C: -1.0962 -5.6526 3.4569
O: -0.7313 -5.9498 4.7932
C: -1.8262 -5.9932 5.6797
H: 4.4337 -4.6584 4.7103
H: 3.6760 -6.1279 4.0582
H: 3.6725 -4.6408 3.0931
H: 2.5450 -2.8828 3.7750
H: 2.3225 -2.8652 5.5420
H: 0.3357 -2.0903 4.5430
H: -0.0358 -3.6734 5.2090
H: 0.9442 -5.3250 2.8284
H: -0.2989 -4.8163 1.6933
H: -1.2276 -6.5989 2.9148
H: -2.0432 -5.1016 3.4290
H: -2.4408 -5.0895 5.5978
H: -1.4273 -6.0492 6.6910
H: -2.4526 -6.8738 5.4974

Output
- largest force on an atom (hartree/bohr) = 0.020
- HOMO (eV) = -9.1
- energy (eV) = -76435.553
- net charge = 0
- orbital gap (eV) = 8.73

Record 3
Here is 2 unconnected molecules or ions with the total composition C30H55N3O5S from OMol25. Energies are from wB97M-V/def2-TZVPD.

CARTESIAN COORDINATES (ANGSTROEM)
C: -0.1128 0.6027 3.5831
C: -0.0355 0.3345 2.1715
N: 1.0602 0.8644 1.2446
C: 0.9499 2.3814 1.3493
S: -0.7783 3.0295 1.2351
C: -1.0995 3.7114 -0.5021
C: -1.2743 5.3331 -0.5046
C: 0.6657 0.3415 -0.1296
N: 1.3292 1.1060 -1.2576
C: 0.5378 1.0476 -2.3134
O: -0.1139 0.8211 -3.3658
C: 0.7507 -1.2590 -0.2685
C: 1.9888 -1.9693 0.4833
C: 1.6009 -3.5529 0.6899
C: 2.4897 -1.2508 1.8390
C: 3.9916 -1.7377 2.2940
C: 3.9296 -2.9256 3.4280
C: 4.3372 -4.3758 2.8584
C: 5.7978 -4.4012 2.1342
O: 6.7959 -4.1501 2.8725
O: 5.8369 -4.7495 0.7439
C: 6.3420 -3.6208 -0.0375
C: 5.3795 -3.2499 -1.2806
C: 2.4109 0.3837 1.7076
C: 3.6720 0.9945 0.9217
O: 4.0645 0.2650 -0.2698
C: 4.9163 1.0514 -1.1419
C: 6.4938 0.9637 -0.7169
H: 0.6973 0.2918 4.3585
H: -0.9922 1.2214 4.0172
H: -0.9005 -0.2975 1.7188
H: 1.3605 2.6529 2.4050
H: 1.5876 2.9460 0.5815
H: -0.2274 3.4806 -1.2142
H: -2.1143 3.2636 -0.8449
H: -1.7663 5.7080 0.4608
H: -0.2836 5.8604 -0.7674
H: -2.0095 5.5759 -1.3703
H: -0.4693 0.6037 -0.2247
H: 0.8174 -1.5274 -1.3999
H: -0.2272 -1.7773 0.0987
H: 2.8702 -1.9886 -0.2803
H: 2.5666 -4.1508 0.4274
H: 1.2224 -3.7641 1.7522
H: 0.8409 -3.8508 -0.1391
H: 1.7952 -1.6466 2.6895
H: 4.4907 -0.8428 2.8505
H: 4.6043 -2.0354 1.3709
H: 2.9154 -2.9766 3.9638
H: 4.7112 -2.6720 4.2550
H: 4.4575 -5.0721 3.7856
H: 3.5366 -4.8759 2.2008
H: 6.5093 -2.7194 0.6718
H: 7.3792 -3.9396 -0.4461
H: 4.4070 -3.8581 -1.3143
H: 5.1360 -2.1282 -1.3227
H: 5.9693 -3.4988 -2.2434
H: 2.5180 0.7561 2.8089
H: 4.5778 0.9271 1.6559
H: 3.5905 2.1032 0.6357
H: 4.5598 2.1417 -1.2923
H: 4.8587 0.5414 -2.1887
H: 7.0982 1.0847 -1.6971
H: 6.8006 1.8030 0.0135
H: 6.7384 -0.0927 -0.3156
C: -4.9474 -1.2363 -1.6329
C: -5.1183 0.1761 -2.2307
C: -6.4955 0.2825 -2.9263
C: -7.6970 0.3173 -1.9879
C: -7.3829 0.9039 -0.6149
C: -6.1499 1.8360 -0.5736
N: -4.9935 1.0914 -1.0830
O: -3.8180 1.8316 -1.0687
C: -5.9099 2.1712 0.9163
C: -6.4670 3.1512 -1.3154
C: -4.0654 0.3308 -3.3542
H: -3.9637 -1.3503 -1.1678
H: -5.0368 -2.0114 -2.4052
H: -5.6974 -1.4507 -0.8675
H: -6.5187 1.1873 -3.5441
H: -6.6282 -0.5475 -3.6339
H: -8.4977 0.8948 -2.4641
H: -8.0970 -0.6943 -1.8583
H: -8.2718 1.4234 -0.2371
H: -7.2220 0.0707 0.0797
H: -5.6342 1.2742 1.4811
H: -6.8159 2.5838 1.3764
H: -5.1144 2.9113 1.0488
H: -7.3377 3.6451 -0.8660
H: -6.6958 3.0011 -2.3738
H: -5.6361 3.8600 -1.2565
H: -4.2135 -0.4297 -4.1307
H: -3.0445 0.2035 -2.9838
H: -4.1375 1.3093 -3.8392

Output
- largest force on an atom (hartree/bohr) = 0.165
- HOMO (eV) = -3.7
- energy (eV) = -57530.276
- net charge = 0
- orbital gap (eV) = 1.80

Record 4
Here is a molecular structure, C30H56CsN5O3S2Si3 from OMol25. Energies are from wB97M-V/def2-TZVPD.

CARTESIAN COORDINATES (ANGSTROEM)
Cs: -1.6368 -0.0468 0.8283
N: -1.6709 3.5518 0.8475
C: -2.2929 3.8741 2.1290
C: -3.8039 4.0836 2.0179
C: -4.6330 2.8027 2.0773
N: -4.3533 1.9301 0.9575
H: -0.7096 3.2564 0.9799
H: -1.6609 4.3584 0.2349
H: -1.8506 4.7665 2.5976
H: -2.0949 3.0402 2.8065
H: -4.0293 4.6230 1.0894
H: -4.1299 4.7316 2.8389
H: -5.6972 3.0784 2.1741
H: -4.3684 2.2657 2.9933
H: -4.6940 2.3012 0.0815
H: -4.6829 0.9795 1.0733
C: -1.6289 0.8697 4.8378
O: -0.9359 1.0162 3.6288
Si: 0.7043 1.4692 3.5514
C: 1.4758 0.8007 5.1560
C: 0.7060 3.3424 3.8795
C: 1.3879 0.9197 2.0024
Si: 2.5718 1.9713 1.1379
C: 3.4443 1.1000 -0.3001
C: 3.9882 2.6571 2.2117
C: 1.8535 3.5153 0.2881
Si: 1.5856 -0.8974 1.8457
C: 0.3230 -1.9030 2.8380
C: 3.2617 -1.5551 2.4543
C: 1.3919 -1.5581 0.0738
H: -1.2325 0.0419 5.4356
H: -2.6789 0.6558 4.6201
H: -1.5876 1.7805 5.4522
H: 1.0145 1.2222 6.0555
H: 2.5320 1.0856 5.1582
H: 1.4319 -0.2878 5.2262
H: -0.0904 3.5918 4.5885
H: 0.5432 3.9369 2.9796
H: 1.6522 3.6593 4.3257
H: 4.0318 0.2364 0.0181
H: 4.1041 1.8027 -0.8172
H: 2.7015 0.7501 -1.0205
H: 4.5357 1.8304 2.6732
H: 3.6002 3.2857 3.0180
H: 4.6953 3.2552 1.6276
H: 1.0936 3.2237 -0.4435
H: 2.6403 4.0465 -0.2563
H: 1.4001 4.2211 0.9884
H: 0.3043 -1.6549 3.9017
H: 0.5621 -2.9634 2.7224
H: -0.6944 -1.8044 2.4604
H: 3.3697 -1.3679 3.5268
H: 4.0981 -1.0666 1.9478
H: 3.3392 -2.6330 2.2847
H: 0.6212 -1.0043 -0.4699
H: 1.0738 -2.6072 0.0983
H: 2.3205 -1.4835 -0.4986
C: 0.8781 -3.6740 -2.9307
C: -0.3607 -3.1740 -3.6654
C: -0.9952 -1.9609 -3.0043
N: -0.1068 -0.7984 -3.0263
C: -0.4728 0.4421 -3.2846
S: -2.0475 0.9647 -3.5176
N: 0.5416 1.4148 -3.3218
C: 1.8793 1.3803 -3.6589
O: 2.5655 2.3718 -3.4976
C: 2.4552 0.1472 -4.2768
C: 1.8497 -0.4622 -5.3715
C: 2.4592 -1.5449 -5.9826
C: 3.6597 -2.0390 -5.4889
C: 4.2596 -1.4357 -4.3927
C: 3.6668 -0.3344 -3.7949
H: 1.2958 -4.5531 -3.4275
H: 0.6121 -3.9589 -1.9083
H: 1.6744 -2.9218 -2.8975
H: -1.1228 -3.9562 -3.6262
H: -0.1438 -2.9656 -4.7204
H: -1.2516 -2.2616 -1.9720
H: -1.9202 -1.6711 -3.4974
H: 0.8469 -0.9658 -2.7362
H: 0.2000 2.3472 -3.1362
H: 0.8988 -0.0920 -5.7360
H: 1.9843 -2.0205 -6.8311
H: 4.1179 -2.9052 -5.9490
H: 5.1867 -1.8288 -3.9957
H: 4.1260 0.1559 -2.9457
S: -0.7964 -4.8789 0.3340
C: -1.9594 -3.8765 -0.5794
O: -3.8799 -1.2310 0.8175
N: -3.7381 -2.1458 -0.1441
C: -3.0971 -3.3627 0.2072
C: -3.3036 -4.5632 -0.8559
C: -4.1384 -4.2309 -1.9650
C: -4.3502 -2.9284 -2.3194
C: -4.1113 -1.8951 -1.3796
H: -3.2291 -3.5682 1.2684
H: -3.4274 -5.5524 -0.4148
H: -4.6231 -5.0317 -2.5161
H: -4.8655 -2.6592 -3.2336
H: -4.4185 -0.8736 -1.5605

Output
- largest force on an atom (hartree/bohr) = 0.028
- HOMO (eV) = 0.6
- ΔE to the lowest compared entry with this formula, charge and spin (eV) = 1.3457
- energy (eV) = -91464.266
- net charge = -2
- orbital gap (eV) = 2.91

Record 5
Here is 7 unconnected molecules or ions with the total composition C30H56N9O2 from OMol25. Energies are from wB97M-V/def2-TZVPD.

CARTESIAN COORDINATES (ANGSTROEM)
C: -0.3848 3.6662 -1.0564
C: -1.6357 3.4392 -2.1253
O: -2.4482 2.2616 -1.7626
C: -1.1473 3.2994 -3.6908
O: -1.2926 4.6094 -4.4091
N: -0.3836 5.3949 -3.8067
C: 0.7913 5.8872 -4.6223
C: 1.6566 6.5751 -3.3670
N: 0.4698 7.2795 -2.6762
C: -0.8700 6.6348 -3.0904
N: -2.1593 7.0899 -2.8570
H: -0.6496 3.1272 -0.0517
H: -0.2556 4.8226 -0.7898
H: 0.6515 3.2542 -1.4699
H: -2.3124 4.4172 -2.0502
H: -2.0358 1.4409 -2.1776
H: -1.6965 2.4164 -4.2751
H: 0.0199 3.0952 -3.6578
H: 1.3513 5.1410 -5.3320
H: 0.4677 6.8231 -5.2752
H: 1.8669 5.5994 -2.7137
H: 2.5767 7.2413 -3.6473
H: 0.5461 7.2493 -1.6180
H: -2.6021 7.0441 -1.8909
H: -2.7450 7.4804 -3.6324
C: 1.5356 -1.5037 0.8284
C: 1.9990 -0.0597 0.6889
C: 0.8885 0.8873 0.2343
C: 0.4037 0.5746 -1.1179
N: 0.0183 0.3246 -2.1825
H: 1.2031 -1.9126 -0.1306
H: 2.3577 -2.1300 1.1895
H: 0.7094 -1.5829 1.5421
H: 2.8422 -0.0177 -0.0119
H: 2.3754 0.2811 1.6605
H: 1.2747 1.9134 0.2453
H: 0.0563 0.8549 0.9470
C: 2.3591 -5.3821 3.6256
C: 2.5385 -4.7787 5.0124
C: 1.8780 -3.4084 5.1624
C: 2.4875 -2.3938 4.2905
N: 2.9654 -1.5950 3.5990
H: 2.8319 -4.7650 2.8555
H: 2.8187 -6.3748 3.5843
H: 1.2979 -5.4886 3.3789
H: 3.6096 -4.7091 5.2395
H: 2.1007 -5.4623 5.7493
H: 1.9727 -3.0844 6.2055
H: 0.8051 -3.4869 4.9518
C: -1.2495 2.9527 3.6675
C: -1.1941 2.2232 5.0032
C: -0.0318 1.2351 5.1013
C: -0.1520 0.1310 4.1382
N: -0.2446 -0.7372 3.3750
H: -1.4105 2.2580 2.8374
H: -2.0756 3.6710 3.6645
H: -0.3210 3.5021 3.4822
H: -2.1463 1.7047 5.1706
H: -1.0915 2.9666 5.8025
H: -0.0069 0.8209 6.1161
H: 0.9181 1.7611 4.9509
C: -1.1135 -2.5059 -3.8630
C: -1.2220 -1.5693 -5.0590
C: -2.3280 -1.9672 -6.0363
C: -2.0738 -3.2687 -6.6709
N: -1.8754 -4.2975 -7.1675
H: -0.8524 -3.5226 -4.1722
H: -0.3331 -2.1557 -3.1798
H: -2.0570 -2.5454 -3.3093
H: -0.2554 -1.5320 -5.5766
H: -1.4255 -0.5566 -4.6915
H: -2.4016 -1.1997 -6.8157
H: -3.2940 -1.9857 -5.5184
C: -6.0649 3.1924 -5.2379
C: -6.0094 2.4629 -3.9022
C: -4.8472 1.4748 -3.8041
C: -4.9673 0.3706 -4.7672
N: -5.0600 -0.4975 -5.5303
H: -6.2258 2.4977 -6.0679
H: -6.8910 3.9106 -5.2409
H: -5.1363 3.7418 -5.4232
H: -6.9617 1.9444 -3.7347
H: -5.9069 3.2062 -3.1029
H: -4.8223 1.0606 -2.7893
H: -3.8973 2.0007 -3.9544
C: 5.9230 -6.4566 6.1994
C: 5.6202 -7.6218 7.1321
C: 5.1755 -8.8840 6.3934
C: 3.8997 -8.6997 5.6866
N: 2.8958 -8.5525 5.1253
H: 5.0337 -6.1479 5.6415
H: 6.2701 -5.5930 6.7757
H: 6.7054 -6.7225 5.4814
H: 4.8526 -7.3158 7.8539
H: 6.5245 -7.8519 7.7077
H: 5.0651 -9.6969 7.1207
H: 5.9532 -9.1955 5.6865

Output
- largest force on an atom (hartree/bohr) = 0.109
- HOMO (eV) = -12.3
- ΔE to the lowest compared entry with this formula, charge and spin (eV) = 4.2945
- energy (eV) = -49510.323
- net charge = +1
- orbital gap (eV) = 7.03

- energy of number 2 (C30H55IN2O11S)?
  -76435.553 eV